Record 1
The following is a quantum chemistry calculation of a 4-piece molecular cluster, C22H30FNO2P overall, from OMol25.

Geometry as XYZ:
```
57
Properties=species:S:1:pos:R:3:forces:R:3
P -2.611843 1.923048 -1.854249 -0.0190 -0.3562 -0.1804
F -0.859932 4.248230 0.498363 0.1901 0.0208 0.1064
O -0.953682 2.306297 -2.434201 0.1408 -0.5348 0.1193
O -2.470471 3.472363 -0.910841 -0.0397 0.0958 0.2345
N 1.020488 3.427277 -1.768477 -0.1815 -0.0824 -0.0034
C -0.257049 2.845772 -1.369345 0.1447 0.1085 -0.1295
C 0.756423 -7.113532 -1.020328 -0.0117 0.0068 -0.0100
C 1.888556 -9.213425 -1.318588 0.0004 -0.0101 -0.0036
C 0.408632 -2.161949 -1.199790 0.0020 -0.0061 0.0188
C -2.224403 5.222628 3.069198 0.0386 0.0219 0.0512
C 2.764088 -7.582720 0.215191 0.0040 -0.0070 -0.0030
C 2.416704 -2.635570 0.038432 0.0176 -0.0118 0.0080
C 0.842887 -8.356276 -1.632259 -0.0065 -0.0020 -0.0065
C -3.226243 5.411280 5.249126 -0.0008 -0.0004 0.0132
C 1.455838 -3.019077 -0.886926 -0.0173 -0.0376 -0.0365
C 0.315006 -0.920813 -0.585126 -0.0070 0.0214 -0.0093
C -2.173930 5.673742 4.381263 -0.0410 0.0095 -0.0059
C -4.374297 4.240262 3.489704 -0.0033 0.0107 0.0088
C -4.328131 4.695385 4.801497 -0.0058 -0.0024 0.0044
C -3.323060 4.501562 2.621319 -0.0178 -0.0375 -0.0718
C 2.849151 -8.826809 -0.394368 0.0099 -0.0047 -0.0005
C 2.328638 -1.392262 0.650815 -0.0091 -0.0093 0.0042
C 3.285396 2.875290 -2.646600 0.0174 0.0207 0.0221
C 2.089664 2.422171 -1.800826 -0.1155 0.3283 -0.0061
C 1.277997 -0.539729 0.340910 -0.0197 0.0127 -0.0031
C -1.201733 3.914880 -0.838124 -0.3254 0.1402 -0.4139
C 1.717380 -6.726442 -0.097023 0.0059 0.0340 0.0400
H 3.576048 2.111063 -3.368580 0.0077 0.0017 -0.0074
H 3.514943 -7.278513 0.933320 -0.0032 -0.0013 0.0058
H 4.165330 3.095353 -2.038747 -0.0260 0.0683 0.0089
H -0.337709 -2.457293 -1.926418 -0.0006 0.0086 -0.0048
H 0.094913 -8.656307 -2.355086 -0.0030 -0.0015 0.0021
H 2.418166 2.200961 -0.777158 0.0372 -0.2819 -0.0464
H 3.009987 3.774646 -3.198455 0.0311 -0.0341 -0.0276
H -3.343065 4.140729 1.599292 0.0254 -0.0079 -0.0066
H -5.150018 4.488907 5.476597 0.0002 -0.0034 0.0027
H -2.657617 0.681906 -2.597379 0.0005 0.0627 -0.0266
H 1.235345 4.131732 -1.069402 0.1235 0.0474 -0.0780
H 1.955388 -10.183101 -1.795647 0.0009 -0.0003 -0.0013
H 1.648707 -5.755749 0.377521 -0.0020 -0.0005 0.0021
H -5.230580 3.675618 3.142293 -0.0003 -0.0015 -0.0024
H -0.059226 -6.443943 -1.262040 0.0032 0.0060 -0.0016
H 3.081515 -1.086388 1.367049 -0.0055 -0.0037 0.0083
H -1.311964 6.230223 4.729274 0.0007 0.0026 0.0027
H 1.207004 0.431510 0.814235 -0.0083 -0.0054 0.0035
H -0.500435 -0.249223 -0.829519 0.0103 0.0095 -0.0192
H -3.932087 1.717927 -1.313741 0.0353 0.0642 -0.0056
H -3.186620 5.761301 6.273781 -0.0020 0.0031 0.0006
H 1.656484 1.518802 -2.228441 -0.0181 -0.0222 0.0700
H -2.020701 1.238639 -0.719530 -0.0261 0.0426 -0.0296
H 3.235925 -3.303443 0.278566 0.0051 0.0041 -0.0077
H -1.409008 5.413610 2.386096 0.0035 -0.0094 0.0035
H 1.527012 -3.986361 -1.370432 0.0122 0.0107 -0.0169
H -0.079259 2.084627 -0.587455 -0.0835 0.0623 0.1210
H -1.065034 4.838203 -1.422031 0.1096 0.1510 0.2441
H 3.665134 -9.495225 -0.149944 0.0026 0.0006 -0.0022
H -3.120654 2.668205 -2.966768 0.0193 0.0987 0.0614
```
Positions in Å, forces in eV/Å.

HOMO-LUMO gap = 6.90 eV
Multiplicity = 1
Charge = -1
E_LUMO = 2.374 eV
Energy above the lowest of the compared OMol25 structures with the same formula, charge and spin = 0.0 kJ/mol

Mulliken population analysis, charges in e, atoms 1 to 5:
1. P -0.078
2. F -0.309
3. O -0.486
4. O -0.445
5. N -0.376

Record 2
The following is a quantum chemistry calculation of a 2-piece molecular cluster, C3H10N3 overall in a non-equilibrium geometry, from OMol25.

Geometry as XYZ:
```
16
Properties=species:S:1:pos:R:3:forces:R:3
N 1.581158 0.893617 -1.629424 -2.2890 -2.0276 0.3658
N 1.366818 0.487453 0.614565 -6.5513 -3.1918 -2.4664
N -1.000777 1.119086 -1.164812 4.4275 -3.1259 1.6195
C -1.065316 -2.258669 1.184464 1.3082 0.5774 0.4639
C -1.393816 -0.970164 1.135869 -0.3138 0.4930 -0.1004
C 0.616316 0.593566 -0.627858 3.0942 5.5150 -1.8034
H -1.507527 -0.464013 0.176827 -1.2389 -0.4242 0.4900
H -1.078161 -2.934909 0.358798 0.0779 -0.0459 -0.7365
H -0.632146 0.868697 -2.070704 -0.8485 0.2057 -1.1778
H -0.806078 2.099132 -1.075746 0.0813 1.1842 0.3197
H 2.343543 0.253324 -1.438765 0.5609 0.2320 0.0331
H 0.425585 0.041699 0.880873 1.5539 -0.3331 3.1862
H -0.491494 -2.606706 2.029405 -0.8859 -0.5509 0.7075
H 1.900601 1.828612 -1.415595 -0.0071 0.8659 -0.7685
H -1.572911 -0.371094 2.052979 0.7033 -0.3419 -0.5899
H 1.314201 1.420375 0.989123 0.3274 0.9682 0.4571
```
Positions in Å, forces in eV/Å.

HOMO-LUMO gap = 6.16 eV
Multiplicity = 1
Charge = +1
E_LUMO = -7.535 eV
Energy above the lowest of the compared OMol25 structures with the same formula, charge and spin = 808.8 kJ/mol

Mulliken population analysis, charges in e, atoms 1 to 5:
1. N -0.518
2. N -0.432
3. N -0.458
4. C -0.383
5. C -0.934

Record 3
The following is a quantum chemistry calculation of a 2-piece molecular cluster, C18H20Br2NO overall in a non-equilibrium geometry, from OMol25.

Geometry as XYZ:
```
42
Properties=species:S:1:pos:R:3:forces:R:3
Br -6.707965 1.107276 1.801830 0.5154 -0.2952 0.0508
Br 6.680831 1.145865 1.796181 -0.4991 -0.2483 -0.0118
O -1.743025 -4.765805 7.240852 0.2989 0.3398 -0.3798
N -1.295460 -2.794648 5.405709 0.0375 0.3103 0.0174
C -0.015126 -1.102509 2.030215 -0.3079 0.0819 0.1455
C -2.517474 -1.084021 2.103599 -0.5218 0.4117 0.2472
C 2.583974 0.374256 1.919296 0.5250 -0.1238 -0.0856
C -2.618004 0.333894 2.032429 -0.4236 -0.0366 -0.0318
C 4.947846 -1.133774 1.859382 -0.2926 0.0482 -0.0534
C -2.836585 -3.921094 6.900713 0.2456 0.0137 0.4497
C -5.039235 0.228051 1.911871 0.4773 -0.3924 -0.2191
C 2.489967 -1.048591 1.938926 0.3755 0.3385 -0.0394
C -4.972275 -1.176571 1.935648 0.3163 0.0208 0.0898
C 3.714026 -1.777554 1.903632 -0.1623 0.1758 -0.0084
C 5.009660 0.272163 1.837718 -0.4389 -0.4904 0.0811
C -2.649765 -3.349324 5.494312 -0.2315 -0.1994 0.0026
C -3.737799 -1.818568 2.040746 0.1495 0.1957 0.1161
C -3.851060 0.975498 1.925814 0.3564 -0.2548 0.1320
C -1.242564 -1.738608 2.251137 0.3051 0.2809 -1.0401
C 3.820484 1.017700 1.863932 -0.4461 -0.2413 -0.0132
C -4.100347 -4.719545 7.113599 -0.3028 -0.1991 -0.2508
C 1.228569 -1.732108 2.032097 0.0779 0.1177 0.1211
H 1.262661 -2.823846 2.102902 -0.0169 0.2645 0.1108
H -0.032155 -0.032365 1.809590 -0.0131 -0.4455 0.1534
H -2.740969 -4.170779 4.768244 -0.0213 0.1980 0.0843
H -4.134224 -5.124074 8.131178 0.0955 0.1650 -0.1978
H -3.692539 -2.909771 2.063143 -0.1049 0.3065 0.0312
H -3.426358 -2.589483 5.298471 0.0283 -0.2903 0.0259
H -1.714984 0.939913 2.088787 -0.3462 -0.0566 -0.0231
H -2.847473 -3.070270 7.602882 -0.0009 0.0431 -0.0651
H -1.189947 -2.083696 6.130103 0.0505 -0.0163 -0.2490
H -5.889869 -1.755295 1.882113 0.1906 0.0605 0.0261
H -0.944593 -4.324514 6.892525 -0.3424 -0.3714 0.1578
H 5.866191 -1.712039 1.830357 -0.1636 0.0768 0.0244
H 3.869952 2.100745 1.834487 -0.0334 -0.1328 0.0453
H -1.146086 -2.335926 4.509871 0.0139 -0.0715 0.4184
H -3.897372 2.057719 1.867795 0.0185 -0.1399 0.0552
H -4.139181 -5.570999 6.420356 0.0179 0.1977 0.1204
H -1.249903 -2.813891 2.445780 0.0227 0.1673 -0.0695
H 1.678708 0.976854 1.947210 0.3058 -0.0448 0.0080
H -4.991913 -4.100940 6.963519 0.1213 -0.0716 -0.0039
H 3.666090 -2.868716 1.906701 0.1241 0.3075 0.0273
```
Positions in Å, forces in eV/Å.

HOMO-LUMO gap = 5.91 eV
Multiplicity = 1
Charge = +1
E_LUMO = -6.108 eV

Mulliken population analysis, charges in e, atoms 1 to 5:
1. Br -0.094
2. Br -0.087
3. O -0.559
4. N -0.561
5. C -0.004

Record 4
The following is a quantum chemistry calculation of a 2-piece molecular cluster, C5H12O overall, from OMol25.

Geometry as XYZ:
```
18
Properties=species:S:1:pos:R:3:forces:R:3
O 1.332651 1.163957 0.363830 0.1051 0.3775 0.8461
C -1.029353 -2.590319 0.397036 -0.0403 -0.1004 0.0276
C -0.484911 2.487216 -0.447228 0.0009 0.0007 0.0422
C -0.884848 -1.093972 0.148340 0.0093 0.0328 -0.0013
C 0.594966 1.484098 -0.642480 -0.4349 0.1344 -0.8639
C 2.211140 0.193538 0.460576 0.4640 -0.3690 -0.1123
H 0.738308 0.927325 -1.566326 -0.0203 0.0989 0.1020
H -0.503863 2.811244 0.597350 0.0263 -0.0243 -0.1416
H 2.763928 0.174768 1.385712 -0.0509 0.0214 -0.1221
H -1.470664 2.060416 -0.684180 0.1520 0.0621 0.0315
H 0.174088 -0.824745 0.227156 -0.2552 -0.0733 -0.0610
H -1.261909 -0.808850 -0.840713 0.0727 -0.0749 0.1404
H -0.615730 -2.860145 1.375172 -0.0855 0.0090 -0.1446
H 2.491937 -0.346773 -0.437595 -0.0093 0.0737 0.1242
H -0.354175 3.373584 -1.082121 -0.0169 -0.1206 0.0898
H -0.482893 -3.163051 -0.361230 -0.1047 0.0617 0.1288
H -1.429486 -0.497563 0.890224 0.0678 -0.1239 -0.0894
H -2.075072 -2.911964 0.372024 0.1199 0.0143 0.0034
```
Positions in Å, forces in eV/Å.

HOMO-LUMO gap (alpha / beta) = 8.30 / 7.93 eV
Multiplicity = 1
Charge = 0
E_LUMO (alpha / beta) = 1.050 / 0.950 eV
Energy above the lowest of the compared OMol25 structures with the same formula, charge and spin = 375.0 kJ/mol

Mulliken population analysis, charges in e, atoms 1 to 5:
1. O -0.272
2. C -1.083
3. C -0.961
4. C -0.292
5. C -0.088

no.,total energy (a.u.),M (g mol⁻¹)
1,-1502.75032,390.46
2,-284.06792,88.13
3,-5975.63581,426.17
4,-272.80584,88.15